# 1
DFT (ωB97M-V/def2-TZVPD) results for 2 unconnected molecules or ions with the total composition C2HFN2O2.

Computed properties:
HOMO level (spin up / spin down) (eV): -11.502 / -11.501
Frontier orbital gap (spin up / spin down) (eV): 9.047 / 9.048
Charge: 0

```
8
C2HFN2O2 ωB97M-V/def2-TZVPD
C -1.084 0.153 -0.745
C 0.254 -0.077 -0.412
N -2.236 0.330 -0.773
N 0.530 0.263 0.932
O 1.665 0.495 1.258
O -0.494 0.585 1.547
F 1.269 0.117 -1.249
H 0.097 -1.867 -0.558
```

Atom charges from the Mulliken analysis, given in e for atoms 1 to 2: 0.349 -0.042

=====

# 2
DFT (ωB97M-V/def2-TZVPD) results for a gas-phase ion, C2HFN3O (charge +1).

Computed properties:
HOMO level (eV): -16.845
Frontier orbital gap (eV): 8.540
Structure (SMILES): O=C1N=NC(F)=[NH+]1
Charge: +1

```
8
C2HFN3O ωB97M-V/def2-TZVPD
O -0.826 2.108 0.022
C -0.202 1.141 0.026
N 1.217 0.969 0.015
N 1.608 -0.167 0.024
C 0.363 -1.060 0.042
F 0.213 -2.315 0.024
N -0.677 -0.290 -0.013
H -1.696 -0.387 -0.141
```

Atom charges from the Mulliken analysis, given in e for atoms 1 to 2: -0.188 0.406

=====

# 3
DFT (ωB97M-V/def2-TZVPD) results for a molecular structure, C2HFO2Pm.

Computed properties:
HOMO level (spin up / spin down) (eV): -6.189 / -6.224
Frontier orbital gap (spin up / spin down) (eV): 3.952 / 4.004
Charge: 0
⟨S²⟩: 8.76
Spin multiplicity: 6

```
7
C2HFO2Pm ωB97M-V/def2-TZVPD
C 0.297 1.420 0.467
C -0.640 0.720 0.826
O 1.412 1.655 -0.232
H 1.660 0.869 -0.791
Pm -1.793 -2.659 0.026
O -1.417 -0.300 0.896
F 0.482 -1.705 -1.192
```

Atom charges from the Mulliken analysis, given in e for atoms 1 to 2: 0.044 0.219

=====

# 4
DFT (ωB97M-V/def2-TZVPD) results for a molecular structure, C2HI2N3.

Computed properties:
HOMO level (eV): -9.314
Frontier orbital gap (eV): 8.562
Charge: 0

```
8
C2HI2N3 ωB97M-V/def2-TZVPD
C 0.921 -0.806 1.227
C -0.414 0.273 -0.374
N 1.976 -1.185 1.499
N 0.749 0.687 -0.994
N -0.308 -0.544 0.754
I -2.498 0.501 -0.972
I 0.479 1.633 -2.695
H -0.905 -0.560 1.556
```

Atom charges from the Mulliken analysis, given in e for atoms 1 to 2: 0.330 0.181

=====

# 5
DFT (ωB97M-V/def2-TZVPD) results for 2 unconnected molecules or ions with the total composition C2HI2O3P.

Computed properties:
HOMO level (spin up / spin down) (eV): -1.300 / -1.300
Frontier orbital gap (spin up / spin down) (eV): 5.678 / 5.677
Charge: -2

```
9
C2HI2O3P ωB97M-V/def2-TZVPD
C -0.893 -0.594 0.120
C -1.424 0.608 0.085
O 0.456 2.054 -1.072
O -1.472 3.432 -0.295
O -0.131 2.147 1.453
P -0.571 2.317 0.016
I -1.662 -2.492 -0.046
I -4.650 -0.103 0.144
H 0.245 -0.805 0.249
```

Atom charges from the Mulliken analysis, given in e for atoms 1 to 2: -0.213 -0.125

=====

# 6
DFT (ωB97M-V/def2-TZVPD) results for a molecular structure, C2HI5.

Computed properties:
HOMO level (spin up / spin down) (eV): -8.357 / -8.319
Frontier orbital gap (spin up / spin down) (eV): 6.987 / 7.035
Charge: 0

```
8
C2HI5 ωB97M-V/def2-TZVPD
C -1.207 0.040 0.343
C 1.124 0.118 -0.570
I -0.897 0.810 2.274
I -1.575 -1.954 -0.071
I 1.359 2.174 -0.646
I 2.056 -0.887 1.073
I 1.097 -1.018 -2.410
H -1.957 0.718 0.007
```

Atom charges from the Mulliken analysis, given in e for atoms 1 to 2: -0.754 -0.660

=====

# 7
DFT (ωB97M-V/def2-TZVPD) results for 2 unconnected molecules or ions with the total composition C2HIN2O.

Computed properties:
HOMO level (eV): -9.654
Frontier orbital gap (eV): 9.829
Structure (SMILES): N#[N+][O-].C#CI
Charge: 0

```
7
C2HIN2O ωB97M-V/def2-TZVPD
N 2.930 -0.329 -1.506
N 1.892 0.111 -1.547
O 0.824 0.532 -1.637
C -1.022 0.299 1.850
C -1.520 -0.064 0.801
I -2.340 -0.998 -0.822
H -0.764 0.449 2.861
```

Atom charges from the Mulliken analysis, given in e for atoms 1 to 2: -0.285 0.765

=====

# 8
DFT (ωB97M-V/def2-TZVPD) results for 2 unconnected molecules or ions with the total composition C2HIN2O2.

Computed properties:
HOMO level (eV): -10.989
Frontier orbital gap (eV): 8.082
Charge: 0

```
8
C2HIN2O2 ωB97M-V/def2-TZVPD
C 0.409 -1.689 0.596
C -0.091 0.067 -0.620
N 0.471 -2.602 1.215
N 0.205 1.171 0.169
O 1.216 1.841 -0.119
O -0.531 1.475 1.082
I -2.176 -0.254 -0.893
H 0.496 -0.009 -1.430
```

Atom charges from the Mulliken analysis, given in e for atoms 1 to 2: 0.074 -0.606

=====

# 9
DFT (ωB97M-V/def2-TZVPD) results for 2 unconnected molecules or ions with the total composition C2HIN2OS.

Computed properties:
HOMO level (eV): -8.466
Frontier orbital gap (eV): 7.614
Structure (SMILES): [S-][N+]#CI.N=C=O
Charge: 0

```
8
C2HIN2OS ωB97M-V/def2-TZVPD
S 3.323 0.314 0.655
N 2.186 -0.585 1.223
C 1.228 -1.050 1.739
I 0.474 -2.506 2.844
N -0.168 0.764 1.853
C -1.146 0.967 1.211
O -2.060 0.934 0.491
H 0.677 1.169 2.021
```

Atom charges from the Mulliken analysis, given in e for atoms 1 to 2: -0.206 -0.152

=====

# 10
DFT (ωB97M-V/def2-TZVPD) results for a molecular structure, C2HInO2.

Computed properties:
HOMO level (spin up / spin down) (eV): -14.868 / -14.399
Frontier orbital gap (spin up / spin down) (eV): 7.984 / 4.788
Charge: +1
⟨S²⟩: 0.79
Spin multiplicity: 2

```
6
C2HInO2 ωB97M-V/def2-TZVPD
C 0.131 1.351 -1.144
C -0.551 2.332 -0.861
H -1.038 3.287 -0.814
O 0.415 -1.722 1.594
In 0.965 -1.263 -0.116
O 0.646 0.204 -1.040
```

Atom charges from the Mulliken analysis, given in e for atoms 1 to 2: 0.733 -0.287

=====

# 11
DFT (ωB97M-V/def2-TZVPD) results for a gas-phase ion, C2HN2O2 (charge +1).

Computed properties:
HOMO level (spin up / spin down) (eV): -15.112 / -15.711
Frontier orbital gap (spin up / spin down) (eV): 8.104 / 8.647
Charge: +1

```
7
C2HN2O2 ωB97M-V/def2-TZVPD
C -2.250 0.139 0.382
C 2.224 -0.128 -0.039
N 1.019 -0.154 -0.044
N -0.026 0.577 -0.247
O 3.355 -0.270 -0.040
O -1.151 0.163 0.003
H -3.172 -0.327 -0.016
```

Atom charges from the Mulliken analysis, given in e for atoms 1 to 2: 0.161 0.537

=====

# 12
DFT (ωB97M-V/def2-TZVPD) results for 2 unconnected molecules or ions with the total composition C2HN2O5S.

Computed properties:
HOMO level (spin up / spin down) (eV): -6.285 / -6.260
Frontier orbital gap (spin up / spin down) (eV): 8.525 / 7.938
Charge: -1

```
11
C2HN2O5S ωB97M-V/def2-TZVPD
C -0.884 0.296 1.345
C 0.078 0.229 0.364
N -1.698 0.410 2.153
N 1.305 -0.434 0.527
O 2.338 0.199 0.639
O -1.516 0.828 -1.652
O 1.238 -1.650 0.494
O -1.344 -1.472 -0.854
O 0.497 -0.451 -2.134
S -0.666 -0.279 -1.304
H 0.653 2.322 0.423
```

Atom charges from the Mulliken analysis, given in e for atoms 1 to 2: 0.374 -0.202

=====

# 13
DFT (ωB97M-V/def2-TZVPD) results for C2HN2PS in the gas phase.

Computed properties:
HOMO level (eV): -8.317
Frontier orbital gap (eV): 6.989
Structure (SMILES): N#CP=C=NS
Charge: 0

```
7
C2HN2PS ωB97M-V/def2-TZVPD
N -1.665 -1.001 4.362
C -2.533 -0.658 3.661
P -3.608 -0.157 2.380
C -2.088 0.181 1.468
N -1.172 0.399 0.695
S 0.387 1.064 -0.054
H 0.393 0.031 -0.915
```

Atom charges from the Mulliken analysis, given in e for atoms 1 to 2: -0.399 0.278

=====

# 14
DFT (ωB97M-V/def2-TZVPD) results for C2HN3 in the gas phase.

Computed properties:
HOMO level (eV): -10.895
Frontier orbital gap (eV): 10.360
Structure (SMILES): N#CNC#N
Charge: 0

```
6
C2HN3 ωB97M-V/def2-TZVPD
N -1.949 1.479 -0.216
C -1.076 0.652 -0.148
N -0.026 -0.110 0.361
C 0.990 -0.747 -0.379
N 1.806 -1.049 -1.111
H 0.255 -0.227 1.492
```

Atom charges from the Mulliken analysis, given in e for atoms 1 to 2: -0.356 0.292

=====

# 15
DFT (ωB97M-V/def2-TZVPD) results for C2HN3O2 in the gas phase.

Computed properties:
HOMO level (eV): -10.799
Frontier orbital gap (eV): 8.867
Structure (SMILES): O=c1cnnno1
Charge: 0

```
8
C2HN3O2 ωB97M-V/def2-TZVPD
O 1.173 -0.762 1.766
C 0.545 -0.337 0.726
C -0.640 -0.738 -0.043
N -1.085 -0.075 -1.037
N -0.206 0.949 -1.558
N 0.521 1.555 -0.786
O 0.776 1.177 0.584
H -1.085 -1.770 0.348
```

Atom charges from the Mulliken analysis, given in e for atoms 1 to 2: -0.480 0.517

=====

# 16
DFT (ωB97M-V/def2-TZVPD) results for C2HN3O2 in the gas phase.

Computed properties:
HOMO level (eV): -10.514
Frontier orbital gap (eV): 8.786
Structure (SMILES): O=c1cnonn1
Charge: 0

```
8
C2HN3O2 ωB97M-V/def2-TZVPD
O -2.063 0.190 0.236
C -0.820 0.256 0.122
C -0.093 -1.014 -0.103
N 1.151 -1.054 -0.106
O 1.782 0.196 0.417
N 1.071 1.511 -0.104
N -0.171 1.623 -0.130
H -0.858 -1.707 -0.330
```

Atom charges from the Mulliken analysis, given in e for atoms 1 to 2: -0.453 0.393

=====

# 17
DFT (ωB97M-V/def2-TZVPD) results for C2HN3O2 in the gas phase.

Computed properties:
HOMO level (eV): -10.283
Frontier orbital gap (eV): 9.738
Structure (SMILES): O=C=N/N=N\C=O
Charge: 0

```
8
C2HN3O2 ωB97M-V/def2-TZVPD
O 3.030 -0.472 -0.888
C 2.146 -0.023 -0.305
N 1.030 0.170 0.117
N 0.292 1.161 0.538
N -0.908 0.796 0.595
C -1.654 -0.371 0.174
O -2.042 -1.442 0.555
H -1.894 0.181 -0.786
```

Atom charges from the Mulliken analysis, given in e for atoms 1 to 2: -0.332 0.476

=====

# 18
DFT (ωB97M-V/def2-TZVPD) results for C2HN3O2S in the gas phase.

Computed properties:
HOMO level (eV): -10.578
Frontier orbital gap (eV): 9.257
Structure (SMILES): O=c1onnnc1S
Charge: 0

```
9
C2HN3O2S ωB97M-V/def2-TZVPD
O 0.408 2.047 0.001
C -0.205 1.011 -0.005
O -1.557 0.964 -0.002
N -2.265 -0.284 0.002
N -1.635 -1.334 -0.002
N -0.248 -1.433 -0.002
C 0.425 -0.338 0.014
S 2.165 -0.322 -0.001
H 2.258 -1.628 -0.008
```

Atom charges from the Mulliken analysis, given in e for atoms 1 to 2: -0.510 0.542

=====

# 19
DFT (ωB97M-V/def2-TZVPD) results for a molecular structure, C2HN3O3.

Computed properties:
HOMO level (spin up / spin down) (eV): -8.568 / -8.583
Frontier orbital gap (spin up / spin down) (eV): 6.545 / 6.565
Charge: 0

```
9
C2HN3O3 ωB97M-V/def2-TZVPD
C 0.084 -2.075 -0.245
C -1.304 -2.228 -0.805
N 0.061 -1.135 0.594
N -2.215 -1.443 -0.497
N -3.276 -0.090 -0.016
O -4.071 0.156 -0.780
O -3.061 0.262 1.045
O -0.859 -0.444 0.911
H 0.965 -2.657 -0.362
```

Atom charges from the Mulliken analysis, given in e for atoms 1 to 2: -0.375 0.213

=====

# 20
DFT (ωB97M-V/def2-TZVPD) results for C2HN3S in the gas phase.

Computed properties:
HOMO level (eV): -9.280
Frontier orbital gap (eV): 7.776
Structure (SMILES): c1nnc2n1S2
Charge: 0

```
7
C2HN3S ωB97M-V/def2-TZVPD
C 0.335 0.257 -0.016
N 0.452 1.535 0.024
N 1.758 1.922 -0.002
C 2.452 0.798 -0.021
N 1.621 -0.316 0.049
S 3.358 -0.701 -0.011
H -0.525 -0.287 -0.075
```

Atom charges from the Mulliken analysis, given in e for atoms 1 to 2: -0.057 -0.228

=====

The following M values (in g/mol) correspond, in order, to the records above: 104.04 102.05 221.03 320.86 357.81 659.55 195.95 211.95 228.01 171.85 85.04 165.11 116.08 67.05 99.05 99.05 99.05 131.12 115.05 99.12.